(1)
{"formula": "C6H10O3", "method": "ωB97M-V/def2-TZVPD", "elements": ["C", "C", "O", "C", "C", "O", "C", "C", "O", "H", "H", "H", "H", "H", "H", "H", "H", "H", "H"], "positions_angstrom": [[-2.092, 0.255, -0.691], [-1.262, 0.638, 0.504], [-1.739, 1.077, 1.530], [0.424, 0.647, 0.334], [1.045, 1.883, -0.204], [0.976, 0.015, 1.486], [0.795, -0.745, 0.274], [0.129, -2.065, 0.290], [2.190, -0.786, -0.510], [-1.520, 0.394, -1.611], [-2.392, -0.792, -0.609], [-2.992, 0.874, -0.737], [0.950, 1.903, -1.292], [2.110, 1.916, 0.043], [0.553, 2.768, 0.211], [-0.730, -2.083, 0.967], [0.846, -2.830, 0.598], [-0.205, -2.315, -0.720], [2.914, -0.756, 0.138]], "e_lumo_ha": 0.028, "homo_lumo_gap_ev": 10.08, "total_charge": 0, "smiles": "CC(=O)[C@@]1(C)O[C@]1(C)O", "relative_energy_kj_mol": 222.0, "multiplicity": 1}

***

(2)
{"formula": "C16H14N9O2SZr", "method": "ωB97M-V/def2-TZVPD", "elements": ["Zr", "N", "C", "N", "C", "N", "C", "C", "N", "C", "C", "N", "H", "H", "H", "H", "H", "N", "C", "C", "C", "C", "C", "C", "S", "O", "O", "N", "C", "N", "C", "C", "C", "N", "H", "H", "H", "H", "H", "H", "H", "H", "H"], "positions_angstrom": [[0.900, 0.626, 0.705], [5.230, 0.843, 0.156], [4.234, -0.015, 0.166], [3.113, 0.640, 0.500], [3.555, 1.953, 0.672], [4.827, 2.096, 0.474], [2.635, 3.044, 1.042], [3.023, 4.366, 1.150], [2.145, 5.314, 1.475], [0.882, 4.964, 1.685], [0.459, 3.647, 1.567], [1.346, 2.690, 1.252], [6.207, 0.668, -0.057], [4.326, -1.064, -0.070], [4.051, 4.660, 0.972], [0.178, 5.744, 1.949], [-0.574, 3.359, 1.713], [-5.424, -2.097, -3.655], [-4.407, -1.654, -2.945], [-3.081, -1.707, -3.484], [-2.030, -1.249, -2.770], [-2.270, -0.709, -1.463], [-3.590, -0.661, -0.898], [-4.625, -1.124, -1.631], [-1.041, -0.125, -0.610], [0.339, -0.645, -0.993], [-0.735, 1.366, -0.522], [-0.984, -0.306, 1.049], [-0.341, -1.484, 1.503], [-0.801, -2.693, 1.317], [-0.042, -3.674, 1.809], [1.174, -3.433, 2.461], [1.611, -2.142, 2.538], [0.846, -1.131, 2.043], [-5.298, -2.469, -4.584], [-6.370, -2.065, -3.302], [-2.925, -2.110, -4.476], [-1.031, -1.279, -3.184], [-3.763, -0.259, 0.093], [-5.630, -1.094, -1.230], [-0.418, -4.684, 1.691], [1.758, -4.241, 2.880], [2.544, -1.867, 3.013]], "e_lumo_ha": -0.392, "homo_lumo_gap_ev": 6.36, "total_charge": 3, "multiplicity": 1}

***

(3)
{"formula": "C4H5N3", "method": "ωB97M-V/def2-TZVPD", "elements": ["N", "C", "N", "C", "C", "C", "N", "H", "H", "H", "H", "H"], "positions_angstrom": [[-1.773, -0.812, -1.220], [-0.665, -0.263, -0.656], [-0.666, 0.771, 0.090], [0.574, 1.051, 0.831], [1.306, -0.230, 1.180], [1.309, -0.889, 0.017], [0.614, -0.864, -1.015], [-1.646, -1.368, -2.050], [-2.620, -0.269, -1.145], [0.352, 1.763, 1.638], [1.367, 1.490, 0.239], [1.849, -0.380, 2.090]], "e_lumo_ha": [-0.017, -0.017], "homo_lumo_gap_ev": [8.10, 8.10], "total_charge": 0, "smiles": "NC1=NCC=C=N1", "relative_energy_kj_mol": 348.1, "multiplicity": 1}

***

(4)
{"formula": "C22H32B2Cl4N3O10", "method": "ωB97M-V/def2-TZVPD", "elements": ["C", "C", "O", "C", "C", "N", "C", "N", "O", "C", "Cl", "C", "C", "Cl", "N", "B", "O", "O", "C", "C", "C", "C", "B", "O", "O", "C", "C", "Cl", "C", "C", "Cl", "H", "H", "H", "H", "H", "H", "H", "H", "H", "H", "H", "H", "H", "H", "H", "H", "H", "H", "H", "H", "H", "H", "H", "H", "H", "H", "H", "H", "H", "H", "C", "C", "C", "O", "C", "C", "C", "O", "O", "O", "H", "H"], "positions_angstrom": [[-3.646, 1.024, -3.757], [-2.893, 0.132, -4.734], [-1.536, -0.073, -4.337], [-1.456, -1.305, -3.632], [-0.105, -1.495, -2.972], [0.051, -0.975, -1.606], [-0.988, -1.038, -0.739], [-1.579, -2.168, -0.453], [-1.136, -3.367, -0.983], [-2.690, -2.255, 0.408], [-4.216, -1.672, -0.124], [-2.488, -2.748, 1.617], [-1.182, -3.211, 2.150], [-3.802, -2.832, 2.717], [-1.362, 0.171, -0.255], [-1.241, 0.424, 1.240], [-2.405, 0.475, 1.958], [-0.086, 0.597, 1.821], [-0.056, 1.363, 3.053], [-0.313, 0.507, 4.278], [-0.631, 1.125, -1.143], [-0.626, 2.612, -0.853], [-2.052, 3.297, -1.030], [-2.964, 3.376, -0.032], [-2.368, 3.830, -2.260], [0.650, 0.368, -1.350], [1.739, 0.928, -2.248], [2.915, -0.422, -2.477], [2.439, 2.144, -1.495], [2.489, 3.380, -2.390], [4.127, 1.782, -1.061], [-3.487, 2.065, -4.007], [-4.719, 0.859, -3.809], [-3.346, 0.784, -2.739], [-2.846, 0.637, -5.696], [-3.405, -0.811, -4.909], [-2.316, -1.460, -2.976], [-1.521, -2.084, -4.398], [0.655, -1.131, -3.648], [0.048, -2.569, -2.938], [-0.164, -3.345, -0.934], [-1.340, -3.874, 2.988], [-0.583, -2.381, 2.528], [-0.582, -3.753, 1.431], [-3.096, -0.042, 1.535], [-0.716, 2.231, 3.042], [0.948, 1.751, 3.145], [-1.367, 0.612, 4.564], [0.250, 0.861, 5.125], [-0.125, -0.544, 4.116], [-1.157, 1.057, -2.103], [-0.148, 2.886, 0.087], [-0.008, 3.060, -1.627], [-3.836, 3.335, -0.442], [-1.929, 3.308, -2.937], [1.167, 0.205, -0.402], [1.405, 1.206, -3.241], [1.950, 2.294, -0.542], [1.601, 3.414, -3.019], [2.479, 4.250, -1.741], [3.405, 3.417, -2.959], [4.784, -0.861, 2.971], [3.622, -0.352, 3.522], [2.977, -1.245, 4.615], [1.963, -0.900, 5.263], [3.563, -2.513, 4.875], [4.729, -3.041, 4.308], [5.430, -2.102, 3.296], [6.507, -2.395, 2.769], [5.237, -4.152, 4.536], [3.065, 0.744, 3.222], [5.299, -0.291, 2.215], [3.018, -3.109, 5.603]], "e_lumo_ha": 0.032, "homo_lumo_gap_ev": 2.73, "total_charge": -1, "multiplicity": 1}

***

(5)
{"formula": "C28H37ClHgN4P2", "method": "ωB97M-V/def2-TZVPD", "elements": ["Hg", "C", "C", "C", "C", "C", "C", "C", "C", "C", "H", "H", "H", "H", "H", "H", "H", "H", "H", "H", "H", "H", "H", "H", "H", "P", "P", "N", "N", "N", "N", "C", "C", "C", "C", "C", "C", "C", "C", "C", "C", "C", "C", "C", "C", "C", "C", "C", "C", "H", "H", "H", "H", "H", "H", "H", "H", "H", "H", "H", "H", "H", "H", "H", "H", "H", "H", "H", "H", "Cl", "C", "H", "H"], "positions_angstrom": [[-1.097, 2.233, -1.672], [-1.694, 2.449, -3.912], [-1.805, 1.072, -3.634], [-0.699, 0.075, -3.854], [0.757, 0.526, -3.496], [0.891, 1.500, -2.366], [0.819, 2.901, -2.546], [0.649, 3.557, -3.886], [-0.552, 3.034, -4.720], [1.364, 0.402, 2.816], [-2.582, 3.100, -3.895], [-2.817, 0.643, -3.630], [-0.686, -0.325, -4.885], [-0.912, -0.796, -3.216], [1.351, -0.373, -3.230], [1.241, 0.902, -4.414], [1.479, 1.145, -1.508], [1.290, 3.537, -1.791], [1.551, 3.447, -4.516], [0.485, 4.631, -3.699], [-0.883, 3.891, -5.330], [-0.176, 2.322, -5.466], [1.038, 1.402, 2.470], [2.253, 0.477, 3.471], [0.552, -0.123, 3.359], [1.791, -0.513, 1.367], [-1.641, -0.979, 2.121], [2.955, 0.424, 0.565], [2.708, -1.765, 2.012], [-2.253, -0.003, 0.629], [-2.903, -2.176, 2.288], [0.558, -1.231, 0.286], [-0.489, -2.047, 1.108], [3.251, 1.791, 0.696], [4.260, 2.095, -0.198], [4.605, 0.902, -0.908], [3.800, -0.107, -0.419], [3.785, -1.551, 2.902], [4.530, -2.717, 2.953], [3.884, -3.684, 2.114], [2.769, -3.081, 1.554], [-1.917, 1.329, 0.499], [-2.845, 1.984, -0.375], [-3.722, 0.917, -0.844], [-3.308, -0.249, -0.260], [-3.588, -3.038, 1.399], [-4.663, -3.608, 2.070], [-4.585, -3.172, 3.441], [-3.506, -2.311, 3.544], [1.063, -1.877, -0.452], [0.044, -0.436, -0.281], [-1.113, -2.683, 0.447], [0.056, -2.742, 1.776], [2.726, 2.383, 1.431], [4.712, 3.070, -0.334], [5.349, 0.792, -1.680], [3.758, -1.159, -0.646], [3.891, -0.601, 3.415], [5.426, -2.850, 3.551], [4.194, -4.709, 1.962], [1.990, -3.454, 0.896], [-1.232, 1.776, 1.230], [-3.133, 3.033, -0.265], [-4.570, 1.070, -1.517], [-3.680, -1.256, -0.386], [-3.250, -3.189, 0.376], [-5.423, -4.266, 1.653], [-5.210, -3.471, 4.271], [-3.090, -1.771, 4.388], [-1.422, 2.209, 3.448], [-1.930, 0.487, 3.497], [-1.446, 0.189, 4.455], [-3.003, 0.614, 3.772]], "e_lumo_ha": 0.010, "homo_lumo_gap_ev": 4.82, "total_charge": 0, "relative_energy_kj_mol": 593.2, "multiplicity": 1}

***

(6)
{"formula": "C28H40BCl5N6O2Zn", "method": "ωB97M-V/def2-TZVPD", "elements": ["Zn", "C", "N", "C", "C", "N", "C", "C", "C", "C", "C", "C", "N", "C", "N", "C", "C", "N", "C", "C", "N", "C", "C", "H", "H", "H", "H", "H", "H", "H", "H", "H", "H", "H", "H", "H", "H", "H", "H", "H", "H", "H", "H", "H", "H", "H", "H", "H", "H", "H", "H", "Cl", "C", "C", "C", "Cl", "C", "Cl", "C", "Cl", "C", "Cl", "C", "C", "C", "O", "B", "O", "C", "C", "C", "H", "H", "H", "H", "H", "H", "H", "H", "H", "H", "H", "H"], "positions_angstrom": [[1.109, -0.698, -0.893], [-0.448, -1.469, 4.350], [-0.340, -0.893, 3.033], [-1.038, 0.353, 2.868], [0.593, -1.301, 2.112], [1.207, -0.500, 1.295], [1.464, 0.829, 1.616], [2.050, 1.146, 2.840], [2.448, 2.435, 3.139], [2.265, 3.443, 2.209], [1.694, 3.150, 0.987], [1.279, 1.856, 0.669], [0.828, 1.535, -0.605], [0.146, 2.344, -1.350], [0.164, 2.202, -2.713], [1.210, 1.426, -3.340], [-1.064, 2.208, -3.481], [-0.637, 3.384, -0.899], [-0.748, 4.633, -1.615], [-1.213, 3.410, 0.419], [0.843, -2.643, 2.087], [2.033, -3.155, 1.451], [-0.219, -3.619, 2.176], [-0.139, -0.728, 5.097], [0.191, -2.340, 4.441], [-1.481, -1.759, 4.559], [-0.565, 1.180, 3.409], [-2.059, 0.229, 3.233], [-1.060, 0.581, 1.806], [2.220, 0.349, 3.549], [2.919, 2.646, 4.089], [2.579, 4.453, 2.424], [1.620, 3.919, 0.230], [2.115, 1.487, -2.742], [1.399, 1.848, -4.331], [0.934, 0.369, -3.457], [-1.876, 2.668, -2.924], [-1.352, 1.183, -3.739], [-0.917, 2.768, -4.408], [-0.138, 4.609, -2.513], [-0.397, 5.450, -0.975], [-1.789, 4.839, -1.885], [-1.156, 2.423, 0.864], [-2.262, 3.709, 0.333], [-0.700, 4.120, 1.079], [2.807, -2.393, 1.441], [1.837, -3.479, 0.426], [2.379, -4.018, 2.025], [-1.167, -3.131, 2.385], [0.005, -4.345, 2.960], [-0.311, -4.159, 1.230], [2.345, -3.357, -2.150], [3.586, -2.318, -1.538], [3.207, -1.018, -1.220], [4.258, -0.212, -0.787], [3.952, 1.446, -0.450], [5.568, -0.654, -0.633], [6.803, 0.395, -0.046], [5.882, -1.971, -0.942], [7.485, -2.549, -0.731], [4.880, -2.812, -1.416], [5.255, -4.454, -1.776], [-3.405, 0.496, -0.165], [-3.015, -0.975, -0.365], [-3.840, -1.837, 0.588], [-1.628, -1.078, -0.034], [-0.859, -1.152, -1.183], [-1.681, -1.255, -2.278], [-3.047, -1.409, -1.869], [-3.954, -0.567, -2.766], [-3.417, -2.885, -2.052], [-3.307, 0.756, 0.887], [-4.430, 0.682, -0.465], [-2.735, 1.132, -0.738], [-3.651, -1.506, 1.606], [-3.580, -2.886, 0.514], [-4.896, -1.711, 0.373], [-3.674, 0.480, -2.758], [-4.988, -0.660, -2.441], [-3.881, -0.931, -3.789], [-2.785, -3.516, -1.435], [-3.248, -3.165, -3.088], [-4.462, -3.059, -1.810]], "e_lumo_ha": 0.017, "homo_lumo_gap_ev": 8.03, "total_charge": 0, "multiplicity": 1}

***

(7)
{"formula": "C57H46CoN7O4P2", "method": "ωB97M-V/def2-TZVPD", "elements": ["Co", "C", "P", "C", "C", "C", "C", "C", "C", "C", "C", "C", "C", "C", "C", "C", "C", "C", "C", "C", "P", "C", "C", "C", "C", "C", "C", "C", "C", "C", "C", "C", "C", "N", "H", "H", "H", "H", "H", "H", "H", "H", "H", "H", "H", "H", "H", "H", "H", "H", "H", "H", "H", "H", "H", "H", "H", "H", "H", "H", "C", "O", "C", "C", "C", "C", "C", "C", "N", "N", "C", "C", "C", "C", "O", "C", "N", "C", "C", "C", "C", "H", "H", "H", "H", "H", "H", "H", "H", "H", "H", "H", "H", "O", "C", "N", "C", "O", "C", "C", "C", "C", "C", "C", "H", "H", "H", "H", "N", "C", "C", "N", "C", "H", "H", "H", "H"], "positions_angstrom": [[0.169, -0.550, 0.819], [-1.793, -2.036, -1.315], [-2.322, -1.352, 0.334], [-3.479, -2.676, 0.878], [-2.964, -3.689, 1.682], [-3.757, -4.754, 2.082], [-5.089, -4.809, 1.700], [-5.620, -3.793, 0.916], [-4.821, -2.736, 0.507], [-3.503, -0.016, -0.053], [-3.876, 0.807, 1.010], [-4.725, 1.883, 0.809], [-5.209, 2.159, -0.464], [-4.839, 1.352, -1.528], [-3.991, 0.270, -1.323], [-0.456, -2.685, -1.128], [0.107, -3.828, -1.672], [1.378, -3.991, -1.058], [1.515, -2.941, -0.165], [2.419, -2.686, 1.007], [1.273, -1.925, 2.243], [2.409, -1.233, 3.492], [2.722, 0.122, 3.384], [3.614, 0.711, 4.268], [4.205, -0.046, 5.269], [3.912, -1.399, 5.373], [3.021, -1.988, 4.488], [0.560, -3.406, 3.041], [0.421, -4.586, 2.310], [-0.120, -5.720, 2.901], [-0.533, -5.692, 4.223], [-0.412, -4.516, 4.953], [0.125, -3.381, 4.366], [0.409, -2.145, -0.235], [-1.723, -1.210, -2.024], [-2.531, -2.755, -1.680], [-1.934, -3.636, 2.006], [-3.330, -5.531, 2.705], [-5.714, -5.635, 2.018], [-6.662, -3.824, 0.621], [-5.248, -1.949, -0.103], [-3.481, 0.609, 2.001], [-4.997, 2.518, 1.644], [-5.861, 3.008, -0.627], [-5.194, 1.571, -2.527], [-3.702, -0.343, -2.166], [-0.348, -4.473, -2.409], [2.075, -4.803, -1.206], [3.204, -1.946, 0.828], [2.886, -3.598, 1.385], [2.265, 0.708, 2.597], [3.842, 1.765, 4.174], [4.891, 0.416, 5.967], [4.377, -1.998, 6.145], [2.804, -3.046, 4.576], [0.709, -4.620, 1.265], [-0.226, -6.623, 2.313], [-0.953, -6.578, 4.683], [-0.748, -4.477, 5.982], [0.183, -2.462, 4.930], [6.018, 3.037, -6.142], [5.257, 3.600, -5.097], [3.912, 3.733, -5.312], [3.298, 3.597, -6.548], [1.922, 3.776, -6.647], [1.142, 4.037, -5.531], [1.776, 4.192, -4.296], [3.144, 4.059, -4.195], [-0.235, 4.329, -5.762], [-1.137, 4.001, -4.958], [-0.978, 3.059, -3.933], [-1.710, 3.330, -2.780], [-1.625, 2.567, -1.631], [-0.820, 1.408, -1.573], [-0.776, 0.706, -0.515], [-0.126, 1.044, -2.817], [0.557, -0.117, -2.800], [1.093, -0.566, -3.905], [0.945, 0.089, -5.139], [0.277, 1.281, -5.175], [-0.242, 1.838, -3.984], [7.012, 2.859, -5.737], [6.098, 3.718, -6.995], [5.586, 2.090, -6.480], [3.870, 3.371, -7.437], [1.433, 3.710, -7.611], [1.186, 4.430, -3.419], [3.658, 4.205, -3.253], [-2.333, 4.218, -2.796], [-2.178, 2.829, -0.740], [1.642, -1.500, -3.828], [1.333, -0.358, -6.046], [0.112, 1.785, -6.117], [-0.751, -0.739, 3.865], [-0.763, 0.407, 3.444], [-0.312, 0.838, 2.224], [-0.441, 2.210, 2.162], [-0.086, 2.967, 1.279], [-1.085, 2.690, 3.437], [-1.422, 3.956, 3.866], [-1.983, 4.065, 5.137], [-2.182, 2.941, 5.936], [-1.826, 1.670, 5.490], [-1.281, 1.580, 4.227], [-1.256, 4.820, 3.236], [-2.267, 5.040, 5.515], [-2.617, 3.062, 6.920], [-1.971, 0.788, 6.100], [2.956, 1.979, -1.366], [3.546, 0.810, -1.787], [3.036, -0.158, -0.982], [2.161, 0.394, -0.071], [2.132, 1.677, -0.341], [3.054, 2.886, -1.783], [4.210, 0.769, -2.632], [3.202, -1.219, -1.043], [1.498, 2.398, 0.152]], "s_squared": 0.760, "e_lumo_ha": [0.083, 0.083], "homo_lumo_gap_ev": [6.49, 6.48], "total_charge": -1, "relative_energy_kj_mol": 0.0, "multiplicity": 2}

***

(8)
{"formula": "C6H12O", "method": "ωB97M-V/def2-TZVPD", "elements": ["O", "C", "C", "C", "C", "C", "C", "H", "H", "H", "H", "H", "H", "H", "H", "H", "H", "H", "H"], "positions_angstrom": [[-2.249, -1.694, -0.301], [-0.947, -1.311, -0.501], [-0.417, -0.226, 0.512], [0.675, 0.542, -0.113], [-2.834, 1.510, 0.095], [1.961, -0.146, -0.589], [3.028, -0.264, 0.582], [-0.971, -0.683, -1.456], [-0.203, -2.150, -0.556], [-0.806, -0.231, 1.539], [-3.117, 0.482, 0.449], [-3.391, 2.010, -0.670], [-2.762, 2.241, 0.893], [-1.873, 1.258, -0.199], [2.382, 0.399, -1.453], [1.711, -1.158, -0.891], [3.957, 0.395, 0.366], [2.550, 0.322, 1.399], [3.306, -1.296, 0.892]], "s_squared": 0.759, "e_lumo_ha": [-0.269, -0.268], "homo_lumo_gap_ev": [8.22, 8.11], "total_charge": 1, "relative_energy_kj_mol": 607.6, "multiplicity": 2}

***

(9)
{"formula": "C2H5NO2", "method": "ωB97M-V/def2-TZVPD", "elements": ["O", "C", "N", "C", "O", "H", "H", "H", "H", "H"], "positions_angstrom": [[1.563, -0.882, -1.750], [0.762, -1.063, -0.805], [-0.181, -0.067, -0.736], [-0.827, 0.299, 0.531], [0.047, 0.672, 1.641], [0.746, -1.774, -0.080], [0.270, 0.865, -1.091], [-1.523, 1.100, 0.209], [-1.346, -0.561, 0.814], [0.490, 1.411, 1.268]], "e_lumo_ha": 0.022, "homo_lumo_gap_ev": 10.75, "total_charge": 0, "smiles": "O=CNCO", "relative_energy_kj_mol": 160.5, "multiplicity": 1}

***

no.,E_tot (eV)
1,-12524.472
2,-46414.994
3,-8696.205
4,-99721.436
5,-70860.692
6,-154430.379
7,-134684.804
8,-8448.750
9,-7739.087